No. 1
DFT (ωB97M-V/def2-TZVPD) results for C20H41O41S10V as an isolated structure.

```
113
Properties=species:S:1:pos:R:3:forces:R:3
H -4.23949 6.47354 -1.41962 0.335 1.258 -0.786
O 0.96935 -3.44086 0.25089 -0.747 -2.826 -0.258
C 1.86777 -1.97697 5.38059 0.389 -0.912 -0.685
H -4.80471 -2.17074 3.00785 -0.398 0.015 -0.251
O 4.76601 -0.83610 -0.48165 1.131 1.039 0.892
O -0.13720 -5.40659 1.41717 1.905 -0.695 -0.284
S 3.67386 -1.88132 -0.14079 -1.218 2.162 -0.803
H -6.56054 2.44822 5.53751 -0.056 0.693 -0.840
H 3.24842 1.88741 -0.83136 1.021 1.043 0.868
S 3.26906 1.46947 4.73948 -2.285 -1.205 1.391
O 2.94060 -0.86308 -6.52101 0.375 -0.284 1.258
S 3.88011 -0.00733 -5.55416 -0.084 -1.156 0.829
H 0.88230 1.44718 2.30977 0.570 -0.161 0.251
H -2.88558 0.27997 -2.87439 -0.530 0.432 0.235
O -0.77628 -3.29824 3.37953 0.247 1.887 0.522
O 2.47233 4.77356 -3.29346 -0.156 -1.163 0.554
C -2.68413 5.06900 -0.67056 0.396 1.345 0.330
H 1.09875 -7.68150 0.20553 -0.094 -0.198 0.037
S 0.22742 -4.70363 0.05271 0.968 0.661 0.028
O 0.73586 -1.69616 2.35441 -0.388 0.756 0.766
H -4.61136 5.83352 0.17724 0.621 0.704 0.768
H 3.71073 1.67033 -8.23327 -0.666 0.216 0.753
O 2.86516 2.30987 -2.85906 -0.199 0.777 0.242
H 0.68753 -7.05401 2.31999 -0.080 -0.317 1.232
C 5.51075 -1.14329 -1.67137 -0.268 0.264 -0.627
C 1.09165 -6.22039 1.80538 -1.855 0.227 -1.884
C -6.39284 3.11572 4.65719 1.239 -0.577 -0.235
O 3.48291 2.73633 3.88773 0.974 0.668 -0.649
H 0.38346 2.21054 -0.71694 0.064 0.252 0.238
C 3.05757 1.19118 -7.46070 0.044 2.123 -2.975
O -2.89748 3.71076 -0.40619 -0.923 -1.606 -0.434
O -4.87971 3.15850 4.53026 -1.429 0.358 -0.688
H 2.69541 -6.95205 0.43437 -0.223 0.326 0.113
C -1.87201 0.11997 -2.57816 1.108 0.288 -0.750
O -0.07731 -1.18324 4.58528 -2.393 2.938 -0.063
H 1.68248 -5.51022 2.30190 1.188 0.378 0.947
C 2.30769 2.93344 3.06110 -0.415 1.002 1.020
O -4.91373 4.59991 -1.27072 0.498 -0.460 -0.895
S -2.87989 -1.69139 0.60392 1.335 -0.627 1.307
C 0.61838 -1.26815 5.81743 -0.866 -0.662 1.097
O -1.73432 -1.32561 -2.58296 -1.699 0.035 0.576
O 3.39878 -2.23280 -1.62860 -0.946 -0.622 0.358
H -5.00167 -4.11355 1.52545 -0.610 -0.535 -0.491
O 0.64627 3.14329 -2.56661 1.436 0.072 0.322
S -4.21844 3.18244 -1.22567 0.060 0.326 0.776
C 1.61658 -6.76845 0.47191 -0.102 0.382 -0.121
H 2.48639 3.75617 2.34498 0.110 -0.756 0.285
O 4.45014 0.75545 4.96660 1.596 -0.518 -0.312
O -2.92763 -1.69946 2.24951 -0.835 0.121 -2.146
O 0.61996 -1.46477 -2.04333 0.307 0.646 1.589
S 1.94745 3.45533 -3.51590 -1.148 0.104 -0.647
H 0.68489 -0.27573 6.20551 0.679 0.728 -0.033
H 5.58546 -0.21075 -2.26928 0.282 -0.540 0.677
O 5.22315 -0.45258 -5.61539 0.579 -0.087 -0.736
C 1.15032 2.79480 -1.22296 1.599 0.521 -0.701
O -3.94502 4.38682 2.49197 -0.003 -0.040 0.712
H 4.27594 -1.76597 -3.38383 0.040 0.246 0.339
O -3.31807 -0.53099 -0.03204 -0.689 1.497 -0.092
C 1.95206 1.57250 2.55041 0.502 -1.091 -0.727
C -4.07025 5.69190 -0.74202 -1.313 -1.929 0.989
C -3.91290 -2.67493 2.67075 1.348 -0.618 -0.412
O -5.91552 3.05607 2.31963 -0.017 -0.943 1.427
H 2.32570 -2.68188 6.07498 0.165 0.700 0.181
H -6.81096 4.11909 4.79366 0.475 -0.160 0.103
H -0.06833 -1.78775 6.50014 0.597 -0.403 -0.067
O 2.39327 0.64835 3.62468 -0.130 1.372 0.349
V 0.47630 -1.37020 0.24675 -0.487 -0.259 -0.294
H -3.20980 -4.39952 1.48193 -0.162 0.021 0.050
O -1.53823 -2.11821 0.29710 -0.278 -0.243 0.148
C 4.59064 -2.11091 -2.39869 -0.262 -0.555 -1.646
H -1.97649 5.44071 0.10371 -0.876 -0.052 -0.408
H 2.29379 -0.59179 -8.38695 -0.311 -0.247 -0.792
O -3.90773 -2.81688 0.30344 -0.240 -0.867 0.992
H 2.19501 0.84076 -1.57208 -0.552 -0.139 -0.354
S -4.44692 3.14358 2.98233 -0.059 0.678 -0.926
C -4.03014 -3.68140 1.49958 0.459 1.620 0.208
O -5.02717 2.30128 -0.47659 0.004 0.009 1.172
O -3.66281 1.98196 2.75482 -0.232 -0.312 0.279
C 3.11367 -0.26220 -7.79505 0.252 -0.413 0.572
C -6.80946 2.49717 3.30247 -0.640 0.363 0.977
H 1.48225 3.76662 -0.76614 -0.613 -0.996 -0.002
C -0.85419 0.56506 -3.76707 -2.642 1.891 2.066
H 4.97043 -3.10085 -2.55751 0.592 -0.511 0.270
H 4.10520 -0.55696 -8.13406 -0.129 -0.039 -0.592
H -1.47989 0.87715 -4.61541 0.595 0.147 0.196
H 6.46898 -1.61122 -1.42812 -0.136 0.409 0.043
H -0.94950 0.77390 0.83379 2.019 -0.695 -0.609
O 1.53788 3.16807 -4.87404 0.683 -0.436 1.748
H -2.24699 5.24788 -1.64137 0.523 -0.377 -0.436
O 2.56526 -1.11541 0.38059 0.590 -0.038 -0.407
O 1.24621 -5.79650 -0.53346 -0.012 0.865 0.652
O -0.17167 -0.56685 -4.08844 1.392 -1.612 -2.049
S -0.35765 -1.70271 -3.06913 1.979 1.904 1.891
O -3.84281 2.66627 -2.48757 0.785 0.636 -1.069
O 4.13820 -2.92691 0.64948 0.815 -1.715 0.765
H 2.54351 -1.27006 4.86378 -0.095 -0.673 0.476
C 2.43299 1.89665 -1.49684 -2.144 0.185 -2.060
H 2.54372 1.26871 1.65848 -0.435 0.253 0.542
H -6.79923 1.41774 3.43472 0.558 -0.218 -0.697
H -7.83291 2.76686 3.04305 0.188 0.188 -0.164
O -0.00962 0.49893 0.57052 -2.213 1.316 0.302
H 2.04029 1.64235 -7.51242 0.753 -0.383 0.436
H 1.59204 3.25506 3.81626 -0.607 0.262 -0.435
H -3.41925 -3.20044 3.46430 -0.027 -0.161 0.756
H -1.61160 0.48214 -1.56963 -0.123 0.029 -0.614
O 3.64347 1.36834 -6.18944 0.235 0.801 -0.944
O 1.31780 -2.91983 4.36604 1.786 -0.018 1.057
S 0.19552 -2.23717 3.57013 -0.161 -4.369 -2.826
O 3.30080 0.07563 -4.28868 -1.060 -0.668 2.182
O -0.29759 -2.95277 -3.60991 -0.376 -3.622 -2.273
O -0.94398 -4.71058 -0.71452 -0.709 0.444 -0.776
H -0.18614 1.33151 -3.37160 -0.206 -0.025 -0.502
O 2.47132 1.71490 5.92607 0.160 0.149 -1.675
```
Forces are in eV/Å.

Values from the calculation:
- lowest unoccupied orbital energy (alpha / beta) (eV) = -1.6 / -1.6
- HOMO-LUMO gap (alpha / beta) (eV) = 7.3 / 9.9
- net charge = +1
- E_tot (Ha) = -8796.96689
- spin multiplicity = 4



No. 2
DFT (ωB97M-V/def2-TZVPD) results for C20H42AlNOP3 as an isolated structure.

```
68
Properties=species:S:1:pos:R:3:forces:R:3
Al 0.06945 -0.03292 0.78101 0.546 -0.249 1.184
H 3.75903 -1.41310 -0.05776 0.128 0.271 0.157
P 2.49655 -0.09146 1.59330 1.440 0.059 0.255
C -0.56351 -0.29175 3.80175 0.630 0.436 -2.124
H -2.31270 3.62978 -5.80073 0.311 -0.424 0.060
P 0.49698 -2.22474 -0.10749 -0.064 -1.084 -1.805
C 0.13614 0.22218 6.13270 0.510 0.294 -0.092
H -3.23530 -1.81196 0.72536 -0.179 0.388 0.117
H -3.44448 -0.74704 2.15528 -0.245 -0.167 -0.319
H 2.42538 -1.78307 -1.55390 -0.601 -0.078 -0.189
H 0.17391 1.30671 5.95272 -0.061 -0.354 0.057
C -2.98378 2.02978 0.79173 0.425 0.176 0.610
C 1.57938 -3.54474 0.54762 0.069 0.064 0.783
H 1.29319 -3.77957 1.58049 0.150 -0.092 -0.218
C -1.00699 -3.13431 -0.62038 -0.226 0.055 0.196
H 1.46961 -4.46097 -0.05288 -0.162 0.431 0.004
H -0.88871 2.94540 -7.74411 0.048 -0.418 0.655
H 3.87592 -1.14550 3.30397 -0.319 -0.023 -0.170
H 0.97029 -0.92419 -2.15063 0.224 -0.265 0.124
H 1.64129 1.92520 -0.29722 -0.346 -0.364 0.440
H -1.62068 -3.36605 0.26514 0.165 -0.001 -0.371
P -2.29304 0.40132 0.37077 -1.729 -0.300 -1.346
H -0.08534 2.10140 -0.85270 -0.075 -0.314 0.536
H 4.80042 -0.23460 0.79691 -0.321 -0.093 -0.102
H 2.69082 1.58200 3.35975 0.166 0.011 -0.223
C -0.88170 -0.45853 5.18977 -0.290 -0.118 0.783
C 2.85026 -1.29267 2.93258 -0.273 -0.174 -0.022
C -0.04862 1.22754 -6.69260 -0.091 0.061 0.064
H -0.72085 2.93425 1.45715 -0.002 -0.244 0.113
H 0.57834 0.92558 -7.53167 -0.213 0.065 0.200
H 2.14558 -1.13027 3.75996 0.273 -0.035 -0.165
H -3.94386 2.14226 0.27336 0.203 -0.125 0.238
H -2.25945 2.29737 -3.66431 0.210 0.009 -0.339
H -2.81142 -0.67005 -1.73888 -0.092 0.305 -0.022
N -0.27747 -0.13452 2.68105 -0.832 -0.339 2.192
H -1.60185 -2.53939 -1.33454 0.227 -0.232 0.313
H -1.95205 0.84986 -1.95373 -0.398 -0.146 0.082
H -2.31558 2.82847 0.45695 -0.328 -0.050 -0.063
H 1.02472 2.69261 2.00445 -0.107 -0.138 0.054
H -3.67802 0.90612 -1.57348 -0.020 -0.298 0.258
H -0.14985 0.06876 7.18059 -0.022 -0.089 -0.392
C 0.58577 1.97613 0.01624 -0.073 2.083 0.638
C -0.86265 2.36608 -6.80553 -0.095 -0.093 0.237
H 1.14490 -0.18917 5.97948 -0.337 0.096 0.145
O -0.71382 0.21084 -3.22348 0.634 -1.955 0.455
H -0.94139 -1.54364 5.37352 -0.054 0.238 -0.012
H 2.63770 -3.25472 0.51856 -0.342 -0.006 0.049
C -1.66044 2.75204 -5.71748 0.203 -0.211 0.107
H 1.11987 -2.69575 -2.39936 0.189 0.262 0.237
H -1.88228 -0.03001 5.34916 0.095 -0.193 -0.084
H 3.68549 0.31208 -0.48612 0.122 -0.159 0.138
C -0.80957 0.88283 -4.43484 0.311 0.580 -1.178
H -4.49707 -0.52549 0.70245 0.418 -0.088 0.162
H -0.70966 -4.08196 -1.10014 -0.094 0.390 0.153
C -2.74657 0.36519 -1.38364 0.512 0.038 -0.115
C 3.14785 1.43928 2.37015 -0.283 0.180 -0.019
H 0.59314 -0.43167 -5.41153 -0.121 0.412 -0.172
C 0.26490 2.53967 1.24836 0.685 -0.289 -2.092
C 1.33446 -1.86399 -1.70748 0.041 0.183 -0.017
C -1.62946 2.02026 -4.51427 0.294 -0.434 -0.339
H -3.12230 2.09819 1.87551 -0.083 0.217 -0.146
H 2.93349 2.31646 1.74893 0.301 -0.144 0.135
H 4.23966 1.34744 2.48221 -0.412 0.000 0.020
C 3.81083 -0.39505 0.34519 -0.203 -0.018 -0.119
C -3.48650 -0.79198 1.05578 0.325 -0.102 0.630
H 2.73649 -2.32681 2.58865 0.111 0.270 0.137
H -0.55918 -0.77614 -3.32516 -0.389 1.930 -0.544
C -0.01571 0.47472 -5.51251 -0.484 0.401 0.080
```
Forces are in eV/Å.

Values from the calculation:
- lowest unoccupied orbital energy (eV) = -10.7
- HOMO-LUMO gap (eV) = 4.4
- net charge = +3
- E_tot (Ha) = -2182.82448
- energy above the lowest of the compared OMol25 structures with the same formula, charge and spin (eV) = 0.0000
- spin multiplicity = 1



No. 3
DFT (ωB97M-V/def2-TZVPD) results for C20H42AsF9O11V as an isolated structure.

```
84
Properties=species:S:1:pos:R:3:forces:R:3
H 0.90480 3.09920 -0.52114 0.070 0.363 -0.258
H -7.78048 4.65881 -0.44197 0.288 -0.108 -0.483
H -3.94401 3.21536 -1.86644 0.839 -0.060 -0.211
O 1.63084 -1.13665 -1.53413 -1.165 -0.138 0.309
H -5.75876 1.72873 -0.74333 0.024 0.366 -0.722
H 2.91636 -3.45003 2.47453 -0.343 -0.332 0.125
F 2.29654 -0.18583 -4.39427 0.687 -0.481 0.423
C -0.12537 3.40729 -0.34243 0.915 -0.232 0.137
H -2.91231 -1.24915 -3.37242 -0.209 -0.786 0.057
H 4.51620 3.17244 -0.70064 -0.124 -0.022 0.061
C -7.27568 3.69341 -0.40611 -0.879 -0.129 0.584
O -1.63273 -1.96881 -1.88158 0.725 0.041 0.296
H -0.43970 -5.36196 1.12430 -0.714 0.238 -0.784
F -3.23027 -0.00549 0.53267 -0.462 -0.470 0.983
H -3.22291 1.83465 -0.86582 -0.291 -0.329 0.062
C 3.00950 -0.02749 -3.24841 0.288 0.631 -0.669
H 2.76436 -2.27896 -2.71170 0.498 0.256 -1.076
O -0.16700 3.60878 1.07966 -1.182 -0.054 -0.293
O 1.15406 -2.52416 1.80104 -0.968 -1.194 0.072
F -3.00713 -0.54778 2.96270 -0.087 -1.023 -0.917
H 4.35970 0.41639 0.45322 -0.527 -0.183 0.134
H 0.67947 -4.25849 2.98319 0.497 0.074 -0.181
H -2.34339 -0.08605 -2.32086 0.728 -0.023 0.381
C 3.85616 1.37284 0.31270 -0.322 -0.832 -0.545
H -1.22368 4.66597 2.52715 0.033 -0.633 0.112
F -3.89763 -2.24569 -0.03782 0.545 0.264 2.076
C 2.82341 -1.28227 -2.27441 -1.719 0.998 3.118
H 6.90674 -2.24363 -0.51944 -0.155 -0.567 0.052
H 5.49848 -1.99139 -2.46271 -0.201 0.578 -0.245
H 1.77780 0.79623 4.14326 -0.217 -0.038 -0.129
C 2.38424 -2.49992 2.52168 0.354 0.380 -1.153
C 4.88040 2.35842 -0.07389 1.545 1.020 -0.761
H -0.64382 -3.30357 2.38380 -0.026 -0.040 0.034
H 3.09017 1.29878 -0.45923 0.070 -0.398 0.017
H -1.28071 -0.79764 -3.60965 0.556 0.107 0.392
F 4.32972 0.19054 -3.53701 -0.780 -1.032 -0.249
H 6.18518 -0.75331 -0.26880 -0.647 0.098 0.437
C 0.19875 -4.51759 0.86444 1.169 0.779 0.931
C -3.73959 2.79427 -0.88206 0.116 0.838 -0.495
F -1.69971 -1.73184 1.11901 0.250 -0.581 0.603
H -7.57671 2.96945 -1.16331 0.113 0.445 -0.635
O -5.87142 3.87265 -0.34440 0.515 -2.061 -0.890
C -1.05847 -4.12653 -1.14457 -1.031 -0.081 -1.875
H -5.04541 2.39032 0.68522 0.191 -0.395 0.493
H 2.20797 2.48711 3.90113 0.552 -0.179 -0.491
O 3.26342 1.80831 1.50848 -2.996 -0.486 3.132
H -2.04658 -4.37973 -0.76033 -0.263 0.896 0.520
C 5.92412 -1.80953 -0.33475 -0.039 -0.556 -1.109
C 4.97244 -2.07678 -1.51187 0.784 -0.474 0.360
F -3.39994 -3.01108 2.34864 -0.171 0.530 -0.046
O -0.21231 -3.56229 -0.14881 -0.154 -1.322 -0.371
H 0.66393 1.98905 3.38369 -0.164 -0.501 -0.123
V 0.09744 -1.29814 -0.00733 0.809 1.793 -1.946
C -2.60736 3.56638 1.20318 1.305 -0.373 -0.137
H -0.83502 -5.11087 -1.55598 1.444 -0.169 0.351
C -1.20951 -3.22432 -2.39730 -0.115 -0.435 1.324
H 5.43638 -2.29087 0.51290 0.454 0.629 0.495
O -0.60844 0.08157 -0.17037 1.151 -1.236 -0.063
As -3.44893 -1.49744 1.55452 -2.137 2.206 -2.610
H -1.30552 5.28052 0.92656 -0.336 0.203 -0.203
H 2.19335 -2.20666 3.55399 0.328 0.255 -0.106
H -0.42502 4.27343 -0.93244 0.332 0.379 0.306
F 2.63132 1.20146 -2.81633 -0.440 -0.934 0.879
H 5.45415 2.80821 0.73643 -0.414 -0.094 0.424
H -7.64606 3.20416 0.49476 0.262 0.047 0.513
H -1.93878 -3.74715 -3.01610 -0.591 0.337 -0.011
H 1.17620 -4.92776 0.61056 0.024 0.005 -0.426
C -1.31324 4.34675 1.48880 0.320 0.427 -0.915
O 1.58049 0.22000 1.50651 0.427 0.719 0.205
C 0.33965 -3.69057 2.11711 -0.700 0.849 -0.157
O 3.86214 -1.24302 -1.31849 -0.068 0.733 -0.636
H -0.69423 2.57653 -0.75996 -0.524 -0.346 0.681
F -5.19082 -1.05658 1.80091 2.256 -0.858 -0.047
H 2.97447 -1.84092 1.88492 0.301 0.474 0.853
C -2.00719 -0.99421 -2.82118 -0.968 0.462 -0.879
C 1.69297 1.63666 3.45436 0.272 0.429 -0.625
H -0.33621 -3.13583 -3.04354 0.472 0.184 0.394
H 5.66533 1.84602 -0.63015 -0.127 -0.045 -0.412
H 4.60900 -3.10381 -1.47716 0.119 -0.398 0.075
C 2.13792 1.15434 2.06150 1.600 0.388 -1.020
C -5.21110 2.59512 -0.37247 0.286 1.755 2.562
O -2.94880 3.74757 -0.19502 -1.444 -0.531 0.940
H -2.38062 2.54195 1.49851 -0.314 -0.533 -0.638
H -3.40337 3.87205 1.88217 -0.500 0.522 -0.361
```
Forces are in eV/Å.

Values from the calculation:
- lowest unoccupied orbital energy (alpha / beta) (eV) = -3.4 / -8.1
- HOMO-LUMO gap (alpha / beta) (eV) = 8.2 / 3.5
- net charge = +1
- E_tot (Ha) = -5693.11888
- spin multiplicity = 3